1.
57
Properties=species:S:1:pos:R:3:nbo_charge:R:1 method="wB97M-V/def2-TZVPD" de_lowest_ev=0.630 max_force_ha_per_bohr=0.0185 e_homo_ha="-0.12387 / -0.23823" energy_ev=-200447.7994 spin_multiplicity=4 total_charge=-1
Ti -0.957 1.464 1.208 1.7556
Cl 2.834 6.631 1.554 0.0901
C 2.631 5.059 0.914 -0.0881
C 3.680 4.182 0.869 -0.0790
Cl 5.215 4.644 1.465 0.0909
C 3.515 2.876 0.308 -0.0157
Cl 4.807 1.799 0.242 0.1559
C 2.255 2.419 -0.235 0.3240
O 2.127 1.345 -0.797 -0.4440
C 1.092 3.343 -0.067 0.4640
O -0.054 2.950 -0.281 -0.5444
C 1.333 4.660 0.448 -0.0469
Cl 0.006 5.667 0.613 0.2045
Br 0.941 1.098 -4.220 0.0233
C -0.887 1.490 -3.882 0.0333
C -1.708 1.843 -4.939 -0.2803
C -3.045 2.115 -4.684 -0.2154
C -3.540 2.029 -3.393 -0.1830
C -2.702 1.680 -2.340 -0.1327
C -1.361 1.406 -2.584 -0.2571
C -3.301 1.597 -0.946 0.8096
O -4.498 1.708 -0.801 -0.6153
O -2.457 1.392 0.019 -0.7249
H -1.308 1.900 -5.942 0.2170
H -3.698 2.389 -5.503 0.2082
H -4.579 2.228 -3.168 0.2391
H -0.698 1.121 -1.779 0.2550
F 0.765 1.832 1.944 -0.6596
Sb 0.380 1.858 4.529 2.1577
F 1.235 0.188 4.150 -0.7174
F -1.499 0.593 2.730 -0.5801
F 0.847 1.642 6.403 -0.7452
F -1.461 3.075 2.046 -0.6260
F 1.952 2.937 4.251 -0.7313
C -0.231 -6.741 -0.118 -0.6222
C -0.090 -5.274 0.184 -0.0231
C -0.762 -4.315 -0.561 -0.2276
C -0.637 -2.953 -0.323 0.0232
C -1.388 -2.000 -1.209 -0.6339
C 0.207 -2.515 0.729 -0.0921
C 0.374 -1.145 1.086 0.2135
O -0.297 -0.177 0.546 -0.6440
C 0.905 -3.492 1.497 0.0267
C 1.803 -3.085 2.634 -0.6450
C 0.742 -4.833 1.212 -0.2352
H -1.050 -6.920 -0.816 0.2087
H -0.429 -7.319 0.788 0.2098
H 0.681 -7.144 -0.566 0.2096
H -1.415 -4.637 -1.367 0.1938
H -1.957 -2.557 -1.954 0.1977
H -0.704 -1.330 -1.730 0.2252
H -2.072 -1.366 -0.644 0.2397
H 1.060 -0.861 1.878 0.1801
H 2.640 -2.474 2.287 0.2179
H 2.212 -3.968 3.126 0.2037
H 1.272 -2.491 3.380 0.2386
H 1.274 -5.563 1.815 0.1928

***

2.
98
Properties=species:S:1:pos:R:3:mulliken_charge:R:1 method="wB97M-V/def2-TZVPD" max_force_ha_per_bohr=0.0251 e_homo_ha=-0.33129 energy_ev=-61866.9080 spin_multiplicity=1 smiles="NCB(CCOC=O)N=C=S.C1CCOC1.C1CCOC1.C1CCOC1.C1CCOC1.C1CCOC1.C1CCOC1"
N -0.347 -1.483 -2.818 -0.6382
C 0.713 -0.474 -3.026 0.1769
B 2.031 -0.955 -2.321 0.4056
C 2.099 -1.012 -0.752 0.3293
C 3.207 -1.945 -0.260 -0.9650
O 2.982 -2.326 1.120 -0.3113
C 2.559 -3.591 1.302 0.1225
O 3.163 -4.571 0.974 -0.4844
N 3.242 -1.319 -3.091 -0.4645
C 3.168 -2.226 -3.887 0.5333
S 3.162 -3.305 -5.021 -0.3899
H -1.234 -1.079 -3.094 0.3105
H -0.396 -1.691 -1.826 0.2186
H 0.845 -0.304 -4.098 0.3645
H 0.461 0.504 -2.583 -0.3826
H 2.353 0.005 -0.421 -0.1564
H 1.133 -1.271 -0.312 0.0083
H 3.279 -2.855 -0.857 0.5499
H 4.167 -1.436 -0.337 0.3251
H 1.577 -3.662 1.794 0.4208
C -1.525 4.254 -2.018 -0.6694
C -0.237 4.986 -1.649 -0.6496
C 0.382 4.034 -0.634 -0.1184
O -0.034 2.717 -1.014 -0.2730
C -1.066 2.803 -1.997 -0.2610
H -1.940 4.551 -2.980 0.3884
H -2.285 4.422 -1.252 0.2699
H 0.408 5.073 -2.526 0.2934
H -0.398 5.984 -1.245 0.3669
H 0.012 4.239 0.377 0.1660
H 1.471 4.075 -0.616 0.1718
H -0.652 2.506 -2.968 0.3292
H -1.865 2.107 -1.736 -0.0236
C -3.394 0.340 0.417 -0.3348
C -4.110 -0.961 0.057 -0.4130
C -2.956 -1.811 -0.452 -0.3331
O -1.788 -1.390 0.259 -0.2898
C -2.064 -0.171 0.960 -0.1075
H -3.934 0.955 1.134 0.4740
H -3.229 0.933 -0.484 -0.0996
H -4.543 -1.412 0.952 0.2618
H -4.903 -0.835 -0.680 0.1655
H -2.786 -1.642 -1.521 0.0276
H -3.109 -2.879 -0.293 0.3382
H -2.134 -0.393 2.030 0.2525
H -1.241 0.528 0.801 0.0783
C 1.441 -7.524 1.000 -0.5305
C 1.478 -8.789 0.146 -0.5387
C 0.267 -8.587 -0.756 -0.4946
O 0.132 -7.178 -0.938 -0.4192
C 0.976 -6.487 -0.011 0.0744
H 2.396 -7.265 1.452 0.3139
H 0.703 -7.635 1.798 0.3109
H 2.394 -8.811 -0.450 0.2712
H 1.425 -9.712 0.722 0.3383
H -0.645 -8.970 -0.284 0.2747
H 0.376 -9.062 -1.732 0.2686
H 1.822 -6.062 -0.554 0.1221
H 0.411 -5.671 0.444 0.0050
C 2.142 2.872 3.749 -0.5722
C 2.747 1.471 3.858 -0.6270
C 2.657 0.992 2.415 -0.0814
O 2.786 2.152 1.594 -0.4159
C 2.662 3.326 2.392 0.2359
H 2.431 3.544 4.556 0.2396
H 1.052 2.807 3.733 0.3043
H 3.792 1.534 4.171 0.2761
H 2.223 0.818 4.554 0.3710
H 1.685 0.530 2.205 0.0869
H 3.440 0.279 2.153 0.1629
H 3.649 3.793 2.485 -0.1040
H 1.994 4.030 1.897 0.0829
C 5.279 6.940 4.241 -0.5398
C 5.319 7.624 2.876 -0.5596
C 4.120 6.992 2.183 -0.3166
O 3.166 6.704 3.208 -0.3841
C 3.780 6.841 4.490 -0.3600
H 5.801 7.488 5.024 0.3542
H 5.718 5.942 4.172 0.2746
H 5.167 8.699 2.992 0.2532
H 6.250 7.468 2.333 0.3313
H 4.397 6.054 1.688 0.1897
H 3.659 7.649 1.443 0.3091
H 3.397 7.750 4.966 0.3022
H 3.506 5.986 5.110 0.1806
C -8.227 -2.749 -2.863 -0.5567
C -6.885 -2.758 -3.590 -0.5018
C -6.554 -1.272 -3.641 -0.3188
O -7.134 -0.689 -2.471 -0.4262
C -8.023 -1.625 -1.856 -0.3518
H -8.477 -3.697 -2.390 0.3327
H -9.029 -2.492 -3.558 0.2629
H -6.140 -3.292 -2.996 0.2164
H -6.922 -3.215 -4.578 0.3510
H -6.994 -0.797 -4.524 0.3000
H -5.481 -1.075 -3.642 0.2068
H -7.557 -1.998 -0.937 0.2071
H -8.948 -1.114 -1.590 0.3049

***

3.
16
Properties=species:S:1:pos:R:3:nbo_charge:R:1 method="wB97M-V/def2-TZVPD" de_lowest_ev=5.660 max_force_ha_per_bohr=0.0216 e_homo_ha=-0.31421 energy_ev=-10337.0656 spin_multiplicity=1
C -0.131 1.194 0.755 -0.2930
C 1.470 0.112 -1.070 -0.6339
N -1.457 0.631 1.060 -0.1583
C 0.130 0.324 -0.451 -0.1131
C -1.094 0.371 -1.119 0.1872
C -0.543 -1.112 0.799 0.2221
O -2.061 0.570 -0.245 -0.3016
N 0.362 -1.496 1.573 -0.7573
H 0.237 -2.436 1.939 0.3706
H -0.151 2.279 0.569 0.1902
H 0.542 0.972 1.583 0.2387
H -1.387 0.099 -2.122 0.2123
H -1.375 -1.690 0.384 0.1567
H 1.952 1.069 -1.288 0.2234
H 1.405 -0.453 -2.000 0.2162
H 2.102 -0.434 -0.367 0.2396

***

4.
43
Properties=species:S:1:pos:R:3:nbo_charge:R:1 method="wB97M-V/def2-TZVPD" de_lowest_ev=1.799 max_force_ha_per_bohr=0.0791 e_homo_ha=-0.27848 energy_ev=-38837.0387 spin_multiplicity=1 smiles="CSC1=C(C#N)[C@@](c2ccc(N(C)C)cc2)(c2cccnc2)C(=O)N1"
C -4.626 -1.213 -3.155 -0.7547
S -4.421 -0.891 -1.370 0.3215
C -2.660 -1.187 -1.277 0.1172
C -1.934 -1.107 -0.121 -0.2782
C -2.533 -0.806 1.147 0.2743
N -3.044 -0.627 2.177 -0.3162
C -0.452 -1.251 -0.366 -0.1545
C 0.251 0.062 -0.003 0.0219
C 0.527 1.015 -1.039 -0.1923
C 1.165 2.212 -0.683 -0.2978
C 1.379 2.499 0.667 0.2696
N 1.897 3.757 1.057 -0.4592
C 2.658 4.596 0.113 -0.4098
C 1.636 4.352 2.337 -0.4035
C 1.081 1.572 1.672 -0.2864
C 0.527 0.343 1.323 -0.2057
C 0.340 -2.393 0.319 -0.0570
C -0.280 -3.361 1.089 -0.1837
C 0.512 -4.391 1.569 -0.2446
C 1.894 -4.469 1.287 0.0332
N 2.481 -3.556 0.540 -0.4074
C 1.725 -2.535 0.085 0.0465
C -0.526 -1.569 -1.879 0.7060
O 0.384 -1.747 -2.701 -0.5674
N -1.818 -1.557 -2.348 -0.6287
H -4.244 -2.210 -3.362 0.2287
H -5.672 -1.144 -3.486 0.2528
H -4.042 -0.413 -3.710 0.2181
H 0.281 0.812 -2.078 0.2180
H 1.348 2.903 -1.479 0.2193
H 3.211 5.363 0.705 0.2069
H 1.986 5.129 -0.563 0.1852
H 3.402 3.999 -0.458 0.2074
H 1.364 5.387 2.226 0.1988
H 2.538 4.187 2.969 0.1860
H 0.787 3.889 2.839 0.2098
H 1.221 1.797 2.739 0.2230
H 0.234 -0.361 2.104 0.2280
H -1.326 -3.355 1.280 0.2254
H 0.077 -5.228 2.118 0.2154
H 2.455 -5.367 1.556 0.1965
H 2.225 -1.788 -0.548 0.2134
H -2.005 -1.352 -3.292 0.4242

***

5.
5
Properties=species:S:1:pos:R:3:nbo_charge:R:1 method="wB97M-V/def2-TZVPD" de_lowest_ev=3.220 max_force_ha_per_bohr=0.1405 e_homo_ha="-0.61675 / -0.61711" energy_ev=-15417.2679 spin_multiplicity=1 total_charge=+1
C 0.745 -0.442 -1.660 0.4134
C -1.154 0.679 0.947 0.2069
C 0.709 -0.069 -0.487 -0.0429
N -0.030 0.085 0.551 -0.3798
S -0.730 -0.642 1.942 0.8024

***

6.
55
Properties=species:S:1:pos:R:3:nbo_charge:R:1 method="wB97M-V/def2-TZVPD" max_force_ha_per_bohr=0.0140 e_homo_ha=-0.30579 energy_ev=-37844.6871 spin_multiplicity=1 smiles="COc1cccc(-c2cc(C(=O)N3CCN(c4ncccn4)CC3)c3ccccc3n2)c1"
C 2.522 3.495 4.466 -0.2519
O 3.359 2.561 5.100 -0.4923
C 3.271 1.250 4.739 0.3111
C 4.117 0.376 5.424 -0.2492
C 4.113 -0.970 5.123 -0.1900
C 3.267 -1.468 4.148 -0.2183
C 2.410 -0.610 3.467 0.0262
C 1.515 -1.166 2.443 0.1991
C 0.284 -0.545 2.117 -0.2316
C -0.517 -1.097 1.154 -0.0370
C -1.835 -0.469 0.810 0.6595
O -2.809 -0.564 1.532 -0.6058
N -1.855 0.217 -0.357 -0.4359
C -0.713 0.342 -1.242 -0.2255
C -0.932 1.508 -2.201 -0.2265
N -2.123 1.277 -2.983 -0.4063
C -2.180 1.577 -4.293 0.5698
N -3.315 1.270 -4.939 -0.5153
C -3.369 1.584 -6.218 0.1080
C -2.317 2.192 -6.889 -0.3749
C -1.188 2.457 -6.127 0.1077
N -1.107 2.164 -4.844 -0.5173
C -3.228 0.610 -2.328 -0.2192
C -3.103 0.791 -0.823 -0.2350
C -0.117 -2.305 0.529 -0.1146
C -0.891 -2.983 -0.433 -0.1373
C -0.435 -4.147 -0.988 -0.2271
C 0.806 -4.681 -0.607 -0.2034
C 1.575 -4.054 0.334 -0.1814
C 1.132 -2.854 0.930 0.1615
N 1.909 -2.274 1.859 -0.4150
C 2.419 0.753 3.762 -0.3217
H 2.754 4.457 4.922 0.2017
H 1.464 3.266 4.631 0.1756
H 2.720 3.550 3.390 0.1743
H 4.769 0.783 6.181 0.2239
H 4.774 -1.638 5.656 0.2154
H 3.252 -2.517 3.902 0.2318
H -0.034 0.347 2.634 0.2250
H 0.193 0.512 -0.655 0.2239
H -0.573 -0.581 -1.822 0.2004
H -0.091 1.606 -2.889 0.2558
H -1.022 2.443 -1.634 0.1899
H -4.295 1.331 -6.720 0.1944
H -2.373 2.441 -7.935 0.2250
H -0.309 2.926 -6.553 0.1942
H -3.227 -0.459 -2.580 0.1922
H -4.164 1.037 -2.695 0.2383
H -3.149 1.857 -0.568 0.1957
H -3.913 0.281 -0.297 0.2526
H -1.856 -2.582 -0.707 0.2066
H -1.032 -4.667 -1.723 0.2161
H 1.145 -5.600 -1.061 0.2166
H 2.525 -4.453 0.650 0.2254
H 1.778 1.421 3.208 0.2147